250
Properties=species:S:1:pos:R:3:forces:R:3:lowdin_charge:R:1 method="wB97M-V/def2-TZVPD" smiles=COCCNCCOC.COCCNCCOC.COCCNCCOC.COCCNCCOC.COCCNCCOC.COCCNCCOC.COCCNCCOC.COCCNCCOC.COCCNCCOC.COCCNCCOC.OCCO e_lumo_ev=0.195 charge=0 orbital_gap_ev=8.522 e_tot_ev=-126747.0977 fmax_ev_per_a=3.89
H -3.197 -8.096 3.799 0.317 -0.824 -0.676 0.086
H 0.207 3.927 -14.388 0.401 0.191 0.087 0.085
H 14.699 -3.010 7.051 0.011 -0.295 0.455 0.091
H -8.454 -8.208 -6.679 0.269 -0.121 -0.047 0.111
H 2.446 -10.756 -4.501 -0.167 -0.249 0.138 0.087
H 6.378 0.171 -3.239 -0.287 0.269 0.499 0.077
C -7.526 5.895 -6.484 0.562 0.385 -1.285 -0.145
H 10.489 -2.517 2.498 -0.145 0.146 -0.312 0.117
C -5.488 -5.807 -6.482 0.989 0.734 0.003 -0.144
H -10.834 -9.184 -5.064 -0.498 -0.005 -0.110 0.112
H 2.907 -6.104 5.188 -0.414 -0.280 -0.406 0.076
H 1.650 -4.808 5.265 -0.109 -0.139 -0.348 0.081
C 10.259 5.058 -4.402 0.434 0.004 -0.007 -0.193
C 2.327 1.069 -9.341 -1.915 -0.258 1.022 -0.190
H 11.126 -3.072 6.612 -0.118 -0.143 0.303 0.125
C 6.439 6.675 4.623 -1.173 0.325 -0.387 -0.100
H -5.864 -5.876 -7.503 -0.149 0.014 -0.074 0.088
H 7.081 -0.284 -4.679 0.822 0.214 -0.263 0.086
H 7.835 -3.697 3.432 -0.386 -0.058 0.030 0.115
H 5.988 7.560 5.072 -0.039 0.023 -0.103 0.086
C 11.837 -3.589 4.634 -0.648 0.349 0.584 -0.202
C -10.174 -9.327 -5.920 0.018 1.241 -0.742 -0.175
C -4.930 3.689 -7.135 0.055 -1.552 -0.491 -0.172
H 7.018 -4.368 0.715 -0.290 -0.038 -0.179 0.076
N 4.447 -4.895 9.410 0.612 1.336 0.232 -0.080
H -12.149 -10.417 -8.419 -0.154 1.008 -0.067 0.083
H 11.406 7.976 -1.957 0.147 0.237 0.104 0.078
H 1.723 -1.526 -8.244 -0.298 0.624 0.428 0.077
C -10.361 6.756 2.154 -0.153 1.267 -0.079 -0.227
H 8.030 -2.581 2.012 -0.312 0.540 0.534 0.117
C -11.547 10.220 1.427 0.349 -0.296 -0.069 -0.116
C 7.316 0.289 -3.782 -1.071 0.449 0.409 -0.115
H 8.326 -2.848 11.564 0.539 -0.230 -0.146 0.084
H 0.300 -0.724 -3.025 0.469 -0.355 0.103 0.114
H 6.883 6.105 5.439 0.409 -0.158 -0.198 0.086
H -4.143 2.634 14.419 0.091 -0.258 0.260 0.082
C -7.596 -5.288 -5.538 -1.108 -3.047 0.608 -0.173
H 8.001 -5.811 0.403 0.242 0.047 0.368 0.085
H 0.876 4.188 1.498 -0.344 0.399 -0.453 0.113
H 0.298 7.581 2.666 0.239 0.087 -0.637 0.083
H 0.019 6.232 3.595 0.070 -0.876 0.058 0.081
N -4.929 3.415 -5.694 0.594 -1.007 -1.396 -0.068
H -9.009 4.660 1.522 -0.024 -0.628 -0.137 0.110
O 6.582 -3.677 12.196 -1.431 0.090 0.787 -0.207
H -1.192 -1.414 -3.562 0.212 -1.153 0.051 0.115
H -9.321 7.656 3.549 0.638 -0.104 0.350 0.098
H -10.166 6.555 1.100 -0.467 -0.050 -0.129 0.117
H -7.452 -4.276 -5.159 0.447 0.006 -0.215 0.119
H -0.207 -1.781 -0.616 0.179 0.805 -0.105 0.119
C -7.314 2.518 1.970 -0.007 0.009 0.356 -0.106
H -1.311 4.711 -14.020 -0.249 0.154 0.195 0.087
H -1.021 -8.299 -2.890 -0.045 -0.164 -0.009 0.116
C -5.133 0.486 -9.101 -0.588 0.154 0.376 -0.111
C 2.820 -5.475 7.634 0.575 1.133 -0.592 -0.191
H -2.797 3.778 14.468 -0.188 0.191 0.246 0.089
H -3.912 -6.812 2.935 -0.664 -0.076 -0.396 0.076
H -5.954 3.848 -7.475 -0.101 -0.023 -0.327 0.103
O -1.405 0.020 -2.223 0.021 -0.460 1.255 -0.087
H -12.563 -10.466 -6.704 -0.019 0.079 0.209 0.087
C -0.648 -1.123 -2.664 0.460 1.167 -1.170 -0.226
C 8.354 3.812 -3.300 0.841 1.282 -0.148 -0.223
C -6.903 4.406 -4.713 0.288 1.509 0.657 -0.172
H 3.364 -6.414 7.532 0.319 -0.202 0.437 0.112
H 13.608 -4.363 6.715 -0.208 0.092 -0.500 0.078
H 1.371 4.874 -12.717 0.114 -0.628 -0.449 0.125
C -0.613 -8.770 -1.996 1.271 0.632 1.089 -0.192
H 4.056 5.698 1.992 0.371 0.651 -0.122 0.083
H -3.945 -7.005 0.493 -0.264 0.448 -0.638 0.121
H -5.735 2.691 12.628 0.660 -0.602 0.135 0.117
C -0.686 3.854 -13.767 0.032 -0.517 -1.038 -0.131
H -5.891 -0.294 -9.029 -0.170 0.101 0.261 0.081
H 12.222 -4.521 5.047 0.060 -0.346 -0.626 0.106
H 8.500 4.413 -2.403 -0.136 -0.291 0.319 0.114
C 3.070 -4.777 9.011 -0.102 -1.843 -1.279 -0.202
H 8.034 -2.787 13.295 -0.028 -0.259 0.051 0.087
C -3.148 2.429 8.017 -2.394 1.576 -1.937 -0.254
H 10.015 8.722 -2.794 0.217 0.593 0.090 0.082
H -5.722 4.399 12.785 -0.319 0.310 -0.312 0.109
H 1.774 -5.773 7.548 -0.353 0.445 -0.166 0.109
H -5.279 0.926 -10.088 0.639 -0.019 -0.252 0.087
H 11.372 -1.701 5.512 -0.572 -0.014 -0.014 0.122
C 4.696 4.011 2.767 1.139 0.975 0.118 -0.169
H -2.290 2.885 8.512 0.280 -0.344 0.265 0.121
H -8.996 5.501 4.052 0.073 -0.955 0.185 0.110
H -7.253 5.015 1.655 -0.118 0.160 -0.764 0.121
O -10.694 9.079 1.499 -1.057 -0.668 0.243 -0.189
H -4.371 4.563 -7.469 0.385 -0.018 0.549 0.120
O -7.797 3.518 2.852 -0.825 -0.459 0.208 -0.185
H 2.719 -9.095 -4.190 0.235 0.419 0.087 0.082
H -1.784 0.858 6.310 -0.304 0.465 -0.097 0.082
N 9.652 3.763 -4.022 -0.894 -0.092 0.075 -0.045
H 3.165 1.008 -10.036 -0.315 -0.613 -0.549 0.120
C -11.254 7.998 2.303 0.196 0.674 -0.749 -0.203
C -5.233 3.733 10.761 1.731 -0.100 0.426 -0.181
H 11.306 4.931 -4.677 0.277 -0.560 0.400 0.110
H -2.715 -8.896 -0.649 -0.845 -0.171 -0.017 0.118
C 7.680 -5.106 1.169 0.765 1.622 1.141 -0.075
O -5.410 1.465 -8.116 -0.186 0.218 0.607 -0.201
C 10.291 6.169 -3.331 -0.504 -0.564 -1.058 -0.263
N 1.576 2.957 -10.743 0.373 -0.170 0.615 -0.044
C -4.382 2.419 -7.853 0.154 0.378 -0.910 -0.208
H 9.611 -1.893 3.858 -0.465 0.163 0.109 0.103
H 4.714 -5.858 9.561 -0.175 -0.225 -0.278 0.112
H -4.185 -0.028 -8.937 0.344 0.309 -0.268 0.085
H 6.322 -5.487 11.125 0.270 -0.345 0.617 0.111
H 1.824 5.139 -10.442 0.582 -0.571 0.230 0.133
H -9.926 -7.328 -6.610 -0.205 0.152 0.275 0.118
O -3.177 1.040 7.938 1.132 -0.345 0.072 -0.168
C 8.494 -3.343 2.638 1.050 -0.434 -0.457 -0.218
C -3.025 -7.446 2.942 -0.744 1.565 -0.084 -0.137
O 5.393 5.937 3.990 0.704 0.027 0.411 -0.205
H 6.780 4.932 2.799 -0.298 0.257 -0.775 0.114
H -3.898 2.714 -8.784 -0.310 0.252 -0.554 0.107
H -11.821 10.533 2.434 -0.060 0.289 0.054 0.083
H 9.879 5.321 -5.390 -0.698 1.021 0.244 0.114
H 3.205 -10.293 -2.984 -0.095 -0.029 0.409 0.086
H -11.032 11.012 0.884 0.390 -0.037 0.374 0.085
O 1.177 0.182 -9.522 0.785 -0.685 0.221 -0.209
O 3.267 -4.636 6.529 -0.485 0.172 -0.038 -0.215
H -1.466 0.632 -2.960 0.034 -0.078 -0.028 0.079
C 1.398 -1.238 -9.243 0.667 1.100 -1.270 -0.091
H -5.116 -4.804 -6.277 -0.285 0.551 -0.295 0.081
O 1.603 6.068 2.174 -0.348 -0.260 -0.169 -0.190
H -4.986 5.424 -5.167 -0.016 0.084 -0.195 0.107
H 3.850 3.906 3.447 0.168 0.452 0.645 0.096
C -8.149 4.703 2.191 0.671 1.689 0.359 -0.236
N 4.268 4.807 1.567 0.542 -0.713 1.607 -0.060
H 1.428 -9.057 -1.198 0.165 -0.707 -0.066 0.114
N -8.935 -7.452 -4.741 0.525 0.264 0.179 -0.063
C 2.716 -5.032 5.245 0.286 -0.681 1.735 -0.092
H 4.128 -4.660 11.521 -0.697 -0.151 0.053 0.112
H -6.234 3.735 10.330 -0.046 -0.371 0.207 0.117
H 2.211 -1.562 -9.894 0.055 -0.237 -0.203 0.076
H 9.281 6.455 -3.037 -0.270 0.220 0.030 0.108
H -2.939 -7.464 -1.631 0.261 0.382 0.108 0.126
C -11.734 -10.427 -7.411 -0.368 -0.969 -0.473 -0.146
H 9.898 -4.083 4.809 0.016 -0.430 0.214 0.100
H 7.169 -5.564 2.016 -0.227 -0.434 -0.235 0.080
O 1.143 -9.931 -3.216 -1.266 0.775 2.451 -0.198
H -7.288 1.568 2.505 0.075 0.162 0.190 0.087
C 5.926 4.744 3.449 -1.793 -0.760 -0.163 -0.220
H -12.451 10.080 0.833 -0.282 -0.586 0.099 0.080
H -8.117 -5.326 -6.495 0.707 0.428 -0.612 0.109
C -9.309 -8.015 -6.032 -0.275 -0.542 -0.195 -0.195
H -0.447 6.171 1.847 -0.152 -0.021 0.100 0.085
H 3.204 -4.589 4.376 0.176 0.492 0.523 0.082
C -8.607 -6.021 -4.590 0.255 0.483 0.660 -0.205
C -2.450 -7.842 -0.733 1.972 -1.290 -0.191 -0.211
C 0.297 6.495 2.575 0.639 0.235 0.051 -0.101
H -1.374 -2.690 -1.423 -0.315 -0.124 -0.187 0.117
H 10.784 5.790 -2.436 0.221 -0.141 0.172 0.122
H 0.244 -4.021 -1.627 -0.058 0.074 -0.054 0.087
O -0.390 3.737 -12.415 0.521 -0.480 0.096 -0.171
H -4.440 4.159 8.381 0.315 0.400 -0.132 0.108
C -4.441 3.093 8.610 1.837 -1.598 0.547 -0.220
N -9.084 7.063 2.767 0.788 -0.598 -0.642 -0.071
H 12.569 -3.152 3.954 -0.213 -0.222 -0.363 0.130
H -7.142 3.464 -4.218 -0.407 -0.476 -0.925 0.119
H -10.852 5.897 2.610 -0.254 -0.256 0.127 0.117
C 9.792 -2.803 3.286 1.182 -0.420 -0.596 -0.195
H -0.734 -8.369 0.033 0.613 -0.206 0.080 0.095
H -7.405 6.063 3.654 -0.026 0.363 -0.082 0.114
C 1.122 4.348 -10.702 -0.969 -1.189 0.786 -0.223
H -2.071 -0.530 7.325 0.154 0.018 0.110 0.085
C -2.870 -7.184 0.505 -2.141 0.777 3.151 -0.207
O 8.819 -4.385 1.725 -0.021 -0.955 -0.406 -0.217
C -3.832 3.644 14.153 0.864 -1.127 -0.340 -0.127
H 7.112 6.993 3.826 0.599 -0.025 0.358 0.089
H 2.754 3.017 -9.096 0.023 0.554 0.461 0.116
H 0.785 2.361 -10.942 -0.430 0.364 -1.139 0.105
H -7.569 5.645 -7.544 0.160 0.716 -0.362 0.091
C 0.569 4.685 -12.004 -1.232 1.449 -1.315 -0.265
C 2.987 4.356 1.048 -0.074 0.151 0.655 -0.204
H -6.540 6.297 -6.247 -0.103 0.500 -0.152 0.081
C 4.651 -4.222 10.671 2.525 0.040 1.863 -0.214
H -8.158 -7.993 -4.390 0.081 0.072 0.100 0.103
H -11.370 8.349 3.329 0.788 -0.002 0.584 0.112
H 13.224 -3.313 8.064 0.159 0.041 0.233 0.085
H -3.184 2.798 6.992 0.682 0.228 -0.474 0.110
H 7.562 4.328 -3.843 -0.040 0.324 -0.479 0.121
H -5.694 2.759 -5.626 0.339 -0.878 0.088 0.103
C -5.199 3.579 12.292 0.641 0.537 -0.813 -0.204
H 2.718 0.838 -8.350 0.162 0.218 0.225 0.112
H -7.959 2.357 1.107 -0.111 0.257 -0.164 0.085
H -11.283 -11.416 -7.489 0.635 -0.239 0.828 0.079
H 11.763 9.060 -3.371 -0.401 0.322 0.411 0.087
H 4.474 -3.148 10.733 -0.333 0.004 -0.772 0.122
H 2.938 4.825 0.065 -0.652 -0.341 -0.125 0.114
H 1.358 -7.977 -2.570 -0.083 0.248 0.069 0.110
H 8.379 1.939 -2.205 0.553 -0.068 -0.127 0.120
H 3.088 3.272 1.013 -0.447 -0.135 -0.610 0.113
C 7.962 -3.425 12.414 -1.082 -0.297 -0.625 -0.093
H -4.820 4.730 10.604 -0.199 0.502 -0.200 0.106
H -1.077 -9.742 -1.829 0.159 -0.358 -0.413 0.112
H 2.508 -5.371 9.732 -0.866 0.240 0.159 0.110
C 11.047 8.386 -2.900 -0.072 -2.275 -1.784 -0.042
C 6.165 -4.409 11.071 0.158 0.462 -1.260 -0.231
C 1.751 4.666 1.938 0.309 -0.035 -0.061 -0.214
N 10.521 -3.829 4.055 -0.935 -0.398 -0.162 -0.063
O -2.790 -8.042 1.686 1.087 -1.128 0.050 -0.201
H -1.083 0.819 7.938 0.027 0.086 0.127 0.084
H 6.770 -4.096 10.219 0.035 0.161 -0.360 0.113
C -5.351 4.449 -4.844 -1.335 1.265 0.490 -0.241
C 7.799 2.483 -2.950 -0.894 -1.572 0.482 -0.236
H -1.147 2.931 -14.119 -0.392 0.071 0.277 0.090
H -9.644 -10.264 -5.748 0.442 0.043 -0.110 0.115
H 0.320 4.345 -9.964 -0.296 0.661 0.316 0.116
H 6.392 4.138 4.225 -0.386 -0.336 0.481 0.108
H 2.754 -3.734 9.021 -0.009 -0.130 -0.157 0.126
O 7.544 1.656 -4.089 0.777 -0.098 -0.396 -0.190
H -4.553 -6.361 -6.409 -0.379 -0.759 0.182 0.084
H -9.532 -5.461 -4.445 -0.231 0.206 -0.812 0.107
N -4.318 2.798 10.006 -2.379 0.855 2.149 -0.071
H -2.420 -6.245 0.829 0.517 0.184 -0.783 0.123
C -0.418 -2.197 -1.601 -1.990 0.429 1.174 -0.271
H -3.383 2.936 10.362 0.067 0.119 -0.072 0.097
N -0.951 -7.897 -0.834 -0.908 0.403 -1.082 -0.066
H -12.311 7.806 2.117 -0.100 -0.216 -1.061 0.113
C -1.956 0.554 7.342 -0.875 -0.624 0.527 -0.096
H 0.504 -1.791 -9.531 -0.053 0.299 0.150 0.081
C 1.830 2.521 -9.394 2.555 -0.500 0.346 -0.244
H 1.053 2.810 -8.686 -0.276 -0.410 0.200 0.119
O -6.424 -6.169 -5.512 -1.159 1.002 -0.049 -0.197
C -8.379 5.838 3.219 -0.585 0.016 0.986 -0.183
H -8.331 6.604 -6.288 -0.031 0.046 0.495 0.088
O -3.808 3.714 12.731 -2.076 -0.168 0.229 -0.192
H -4.527 4.291 14.688 0.048 0.635 -0.413 0.083
C 13.657 -3.332 7.064 0.228 1.029 -0.120 -0.087
C 11.769 -2.664 5.832 -0.842 0.984 -1.059 -0.291
H -8.170 -5.837 -3.608 0.164 -0.808 0.317 0.105
O 13.020 -2.319 6.269 1.656 -0.823 1.062 -0.182
H 0.019 5.625 -11.976 0.140 0.570 0.319 0.126
H 1.836 4.141 2.890 0.260 0.040 0.335 0.105
H -4.896 4.305 -3.864 -0.312 0.014 0.350 0.113
H -6.304 2.774 1.651 0.107 -0.030 -0.242 0.086
H 4.961 2.964 2.624 0.261 0.034 -1.026 0.107
H -5.412 2.716 8.287 0.253 -0.384 -0.513 0.121
H 8.445 -4.390 12.562 0.595 0.207 -0.040 0.087
O -10.851 -9.375 -7.194 0.305 0.212 0.446 -0.202
O -7.670 4.657 -5.923 0.356 -2.604 2.530 -0.191
H 8.072 -0.156 -3.135 0.425 -0.015 -0.363 0.086
C 0.942 -8.898 -2.161 -1.297 -0.560 -1.829 -0.146
H 9.313 3.413 -4.906 0.638 -0.688 -0.264 0.092
H -2.309 -6.698 3.283 0.938 -0.188 -0.357 0.078
C 2.426 -10.021 -3.696 0.987 0.170 -1.104 -0.170
H -7.201 5.098 -3.925 -0.144 0.624 -0.039 0.111
H 6.824 2.615 -2.480 -0.203 0.390 0.308 0.122
O 0.556 -3.147 -1.874 0.972 -0.347 -1.033 -0.050
O 10.988 7.260 -3.886 0.108 1.041 1.353 -0.210
H -3.544 1.943 -7.343 -0.150 0.012 0.758 0.115